DFT (wB97M-V/def2-TZVPD) results for a cluster of 11 separate species, C72H160N11O9 in total in a non-equilibrium geometry.

Geometry as XYZ:
```
252
Properties=species:S:1:pos:R:3:forces:R:3
O 3.372 -0.421 -1.099 1.8533 1.9459 2.1092
O 2.489 -2.316 -1.508 -0.2409 -0.2437 0.9795
O -2.466 -0.671 1.798 0.4778 0.0055 -0.0077
O 1.812 -0.569 -2.490 -2.2881 1.5619 -2.0602
O 0.780 3.548 2.496 -0.6699 -0.2020 0.7619
O -3.877 -1.721 0.611 -0.3291 -0.9411 -0.7210
O 0.995 5.599 1.841 -0.9417 -0.6221 -0.0779
O -2.116 -2.763 1.403 -0.2752 -0.1285 -0.4861
O 0.217 4.056 0.490 -0.5964 1.2230 0.8431
N 0.598 4.420 1.639 2.3210 0.4383 -0.9250
N -3.563 3.931 2.293 -1.1561 1.8670 1.2305
N -6.494 -3.036 4.324 -0.0807 1.3262 -1.2854
N 2.117 -2.694 -6.030 1.6072 -0.4902 -1.6843
N 0.356 -5.449 1.506 0.6316 0.3520 2.0934
N 2.848 7.073 5.282 0.7669 -0.8017 -0.9630
N -5.444 -1.954 -4.810 0.9993 -1.6662 0.3892
N 5.556 -1.395 1.779 0.7393 -0.8885 -0.5782
N -2.810 -1.731 1.237 -0.0211 1.2107 1.2769
N 2.583 3.970 -2.286 -0.1708 -1.5989 -0.7756
N 2.522 -1.064 -1.656 0.7895 -3.1274 -0.8341
C 4.448 11.638 3.674 -0.9889 0.3971 -0.2566
C -5.561 -1.271 -6.099 -0.6921 1.3112 0.3584
C 0.334 3.254 -2.511 0.7682 0.5893 -1.8688
C 3.567 6.958 6.612 -1.5409 0.2457 1.0735
C 1.024 -4.760 2.735 0.1602 -0.6208 0.9085
C -6.196 -3.280 2.818 -1.0344 0.2558 0.4859
C 6.070 -1.784 0.399 -0.1994 -0.8971 -0.7678
C 4.043 0.439 2.373 0.5602 -1.4051 0.8118
C 4.043 -1.704 -7.477 -0.6483 0.2208 0.2228
C 0.349 -4.665 0.286 -0.3693 0.8946 -0.7158
C 3.722 6.288 4.239 -0.1133 0.4629 -0.0188
C 0.944 2.421 -1.429 0.5201 -1.5086 -0.3897
C -2.871 3.494 0.038 0.3065 0.7549 -0.7737
C -2.438 4.449 4.597 -1.1860 -1.0461 -0.0810
C 5.445 0.116 1.845 0.8886 0.3276 0.5058
C 9.343 -1.666 -1.745 -1.4642 -0.0959 1.1669
C -4.012 -2.380 -4.559 -0.4677 0.5626 0.0620
C 0.529 -9.750 -1.055 0.2498 -0.0068 -0.5311
C 1.103 -6.743 1.348 0.5026 0.2073 -1.4925
C -1.063 -5.605 1.937 -0.5462 -2.2080 0.2539
C 3.162 10.766 4.034 3.1810 1.0887 0.1333
C 0.966 -9.079 0.218 0.9106 1.3828 -0.0408
C -4.373 3.178 0.205 0.8127 1.1583 0.4059
C 0.750 -3.377 -4.280 -0.8960 -0.7571 0.5842
C 3.352 4.798 4.413 0.2208 0.6820 1.0265
C 4.142 -1.926 1.986 -0.0841 0.5488 -1.2953
C 3.652 9.381 4.461 0.4456 -1.0249 0.4217
C 3.004 3.722 -4.820 2.0419 0.5489 0.3692
C 2.333 2.984 -1.130 -0.1896 -0.7896 -1.7938
C -8.392 -4.205 3.423 -0.3585 0.3831 0.0259
C -2.862 -2.242 5.424 0.0438 1.6066 0.1320
C 0.918 -2.275 -5.318 -0.5003 0.1711 0.9702
C -7.462 -4.132 4.641 0.2254 -0.3411 0.7666
C 4.663 3.936 -6.814 -0.9469 0.1282 -1.2317
C 1.839 -3.763 -7.079 0.4144 -0.2103 0.4101
C -8.535 -4.323 -5.126 0.4872 -0.4907 -2.5163
C -7.620 -3.501 2.267 0.2659 -0.7843 0.8563
C 2.490 8.522 4.930 -0.3008 0.1159 0.6202
C -4.406 2.879 1.667 -0.4139 -0.0809 0.0092
C 1.622 6.206 5.249 -1.3769 0.1492 1.7627
C -5.735 -1.057 -3.597 -0.1717 -0.4249 -0.5247
C -6.283 -3.225 -4.976 -0.2947 -0.0064 1.9234
C -7.774 -3.018 -4.962 -0.9171 -0.1273 0.1458
C -4.320 5.292 2.357 1.5446 -0.5764 0.2522
C 3.143 3.063 -3.474 -0.5975 0.9577 0.6363
C 3.473 5.069 -1.983 1.5279 -0.6206 0.3421
C 3.066 -3.151 -4.906 -0.3701 -0.2733 0.4541
C 2.158 4.779 5.350 -1.3346 -0.1070 0.6046
C 0.651 -7.569 0.161 -0.7509 -0.6432 -0.2290
C 7.515 -1.398 -0.056 -0.2130 -1.2774 2.1464
C -7.292 -1.739 4.509 1.3978 -0.5421 0.2332
C 6.426 -2.105 2.849 0.1521 1.1998 0.3592
C -0.139 -4.539 3.737 0.8054 -0.1029 -0.5349
C -2.368 4.096 1.363 -1.6455 0.8789 -0.6682
C -8.576 -5.245 -4.005 0.9327 -0.8262 2.1089
C 2.161 -3.942 -3.949 -0.0544 0.4665 -0.9149
C 7.853 -1.995 -1.411 0.2898 0.9077 0.1678
C -1.818 -1.093 5.225 -0.0865 0.0596 -1.1210
C 3.903 2.995 -5.820 0.2406 -0.6448 -1.2892
C 2.692 -1.499 -6.714 2.4839 -0.1749 0.1327
C 3.517 -0.897 2.908 -0.2221 -0.9400 0.4276
C -3.293 -1.199 -3.952 0.2091 -0.3778 -0.6550
C -1.098 -5.684 3.468 -0.9962 1.4818 -0.9859
C -1.733 3.622 5.666 0.6418 1.0128 1.9144
C 4.284 -0.524 -8.425 0.2357 1.1042 -0.2302
C -2.675 2.827 6.598 -0.0222 -1.1448 -1.4465
C -3.290 3.463 3.761 1.0769 0.2380 -1.8713
C 3.748 -0.852 -9.810 -1.0218 3.3130 -0.0572
C -5.205 -3.025 5.126 -1.1313 -0.6798 -0.6924
C 1.235 4.501 -2.647 -1.0139 -1.0913 0.2100
C -4.249 -1.913 4.796 0.8359 0.5682 -0.2653
C -4.392 -0.420 -3.229 -0.3117 -0.0861 -0.1473
H 3.601 5.690 -2.842 0.0221 0.4070 -0.6056
H 2.269 3.479 -0.208 0.4403 1.0074 1.1121
H 3.432 4.726 -4.715 -0.1640 0.0731 -0.1008
H 4.225 2.886 -3.333 -0.6983 0.0697 0.5978
H 4.033 1.149 3.172 0.1520 0.6966 0.2521
H -4.277 3.171 4.161 0.5750 0.3135 -0.0036
H 3.838 0.037 -10.519 -0.0282 -1.0664 0.9489
H 2.237 -4.986 -4.243 -0.2430 -0.1673 0.2182
H 5.014 11.272 2.825 0.0663 -0.5728 -0.0731
H 8.217 -1.812 0.698 -0.2208 0.1364 -0.2991
H -5.078 -0.285 -6.008 -0.4603 -0.2894 -0.3596
H 0.066 -2.129 -5.997 0.3730 -0.1352 0.0947
H -2.818 -0.663 -4.784 -0.1274 0.3738 0.4718
H -1.563 3.532 1.743 0.8923 -0.2548 0.6023
H 4.144 12.641 3.330 -0.0834 -0.2909 0.4116
H -3.225 2.077 5.989 0.3825 0.1141 0.2720
H 6.259 0.361 2.535 -0.2980 0.5912 -0.1666
H -6.474 -0.319 -3.875 -0.1400 0.1297 -0.2933
H -9.577 -4.188 -5.406 0.0633 0.7338 -0.3595
H 2.771 11.279 4.911 -0.7548 -0.0817 -0.2279
H -4.919 4.112 -0.002 -0.0976 -0.5346 -0.1217
H 1.011 1.395 -1.808 0.0951 0.1216 0.4427
H -5.936 -3.765 -5.850 0.0473 0.2345 -0.3034
H 0.318 2.729 -3.484 -0.0804 0.0671 0.3979
H -6.077 -3.844 -4.118 0.5126 -0.2528 0.3865
H 2.737 -4.014 -7.641 0.1257 0.2299 0.3379
H -5.201 5.123 2.928 -0.7744 -0.0091 0.4332
H -0.782 -1.461 5.378 -0.6231 0.3643 0.7650
H 5.329 -0.185 -8.532 -0.2038 -0.6699 0.3898
H 3.271 2.250 -6.371 0.5189 0.6838 0.1085
H -2.126 -5.424 3.778 0.3874 -0.0481 -0.0649
H 4.877 -1.861 -6.809 0.0855 -0.0425 0.3628
H 5.918 -2.132 3.821 -0.1453 0.2921 -0.3746
H 2.679 -1.022 -9.719 -0.2521 -0.4015 -0.2834
H 1.803 -5.453 3.150 -0.7083 0.6552 -0.5926
H 7.182 -1.436 -2.071 0.1499 -0.4617 -0.6012
H 7.720 -0.339 -0.059 -0.3127 0.5261 -0.0416
H 4.784 6.461 4.468 -0.5067 0.2535 -0.2382
H -3.661 6.020 2.861 -0.2919 -0.4911 -0.1205
H 3.955 -2.571 -8.113 0.1616 -0.4233 -0.1064
H -4.146 -1.720 3.704 0.0919 -0.5342 0.5683
H -8.968 -4.688 -3.137 0.1572 -0.6318 0.1012
H 2.441 4.498 6.363 -0.0154 0.1240 0.0945
H -5.554 -3.055 6.153 0.4080 0.0502 0.3163
H 7.600 -3.056 -1.423 0.1819 0.0193 -0.1896
H 1.329 -4.411 -0.067 0.6848 -0.1150 -0.0728
H 1.479 -3.814 2.448 0.0374 -0.1239 -0.2648
H -2.483 -3.158 5.007 0.1998 -0.4418 -0.3852
H 2.145 -6.398 1.192 -0.3732 -0.5672 0.4197
H 4.149 8.832 3.648 -0.0907 0.4406 -0.1098
H 0.823 6.595 5.997 1.6276 -0.8312 -0.8743
H 5.051 4.877 -6.363 0.0636 -0.9465 0.0954
H -4.753 -3.974 4.846 0.1419 -0.2062 0.3451
H 4.198 6.044 6.676 -0.4788 0.8502 -0.1831
H 5.480 3.355 -7.329 -0.8109 0.8430 0.5159
H -0.449 -7.561 0.136 0.1647 0.2732 -0.2940
H -4.595 -0.952 5.170 -0.1156 0.0922 0.3717
H 3.453 6.657 3.250 0.0500 0.1012 0.0813
H -0.175 -5.259 -0.456 -0.0367 0.1316 -0.2002
H 1.178 -1.298 -4.836 -0.3850 -0.9052 -0.1846
H -0.878 -6.589 3.953 0.6761 -1.3767 0.3479
H 1.262 4.937 -3.661 -0.0905 0.1389 0.8751
H -5.693 -2.443 2.329 0.0863 -0.0148 0.3916
H 0.898 5.152 -1.836 0.4830 0.4790 -0.3285
H 2.017 3.851 -5.184 -1.0254 -0.1801 -0.3203
H 4.117 7.888 6.826 0.0031 -0.5958 -0.3357
H 1.153 6.256 4.282 0.0860 0.5195 -0.6833
H -1.573 -4.704 1.726 -0.4138 0.8953 -0.6549
H 3.094 2.192 -1.172 -0.0176 0.4592 0.1609
H 5.308 -1.370 -0.262 0.1025 0.0585 -0.1936
H -5.530 -4.159 2.804 -0.4673 0.2102 -0.1932
H -5.137 -1.846 -6.912 0.1816 -0.1897 0.0605
H 7.415 -1.626 3.028 -0.7801 -0.1485 -0.5922
H -4.752 2.388 -0.400 -0.1953 -0.5757 -0.4331
H -7.050 -1.386 5.526 -0.5058 -0.0612 -0.4779
H 3.951 4.343 -7.615 0.9202 -0.7866 0.9432
H -5.367 2.803 2.155 -0.3742 0.3788 0.0864
H -8.027 -2.466 -5.832 -0.5886 0.9248 -0.5780
H 6.557 -3.130 2.537 0.0965 -0.1332 -0.3101
H 3.441 -2.253 -4.376 -0.1260 -0.3346 -0.6521
H -6.841 -5.025 4.752 -0.3041 -0.1081 0.0833
H -1.705 4.957 3.969 -0.0197 -0.0472 -0.0606
H -9.381 -3.730 3.640 0.8448 -0.3608 -0.2942
H -0.957 2.969 5.281 0.0263 -0.0941 -0.4451
H -3.581 -2.798 -5.437 0.2409 -0.0139 -1.0446
H -3.453 3.429 6.973 -0.8693 1.0944 0.6679
H 5.133 11.774 4.509 -0.1299 -0.1435 0.1061
H -2.961 -2.417 6.499 -0.1936 -0.0328 -0.0451
H 3.837 -1.083 3.939 0.0091 0.1942 -0.0552
H -6.906 -1.055 3.765 -0.1634 0.3977 0.0103
H -0.660 3.536 -2.287 -1.0789 0.4205 0.1689
H 2.895 -0.870 -5.852 -0.1846 0.7827 -0.3543
H -0.196 -3.732 0.455 -0.0061 -0.1619 0.0437
H 4.182 4.319 4.901 0.3782 -0.4586 -0.0136
H -7.620 -4.051 1.344 0.1256 -0.5293 -0.2354
H -2.075 -0.135 5.756 0.4453 -1.1743 -0.0657
H 0.962 -7.288 2.258 0.1993 -0.2854 0.6067
H -2.797 4.295 -0.687 0.2387 -0.1028 -0.4567
H -8.210 -2.559 -4.058 0.7226 0.3232 -0.2453
H -1.200 4.400 6.269 -0.1643 -0.7479 -0.1460
H 3.095 4.271 3.523 0.0262 0.0463 -0.9203
H -6.198 -1.633 -2.813 0.1386 -0.6232 0.1831
H 2.727 6.898 7.368 1.1352 -0.0259 -0.5588
H -3.075 5.198 5.101 0.2403 -0.2303 -0.3359
H -1.499 -6.412 1.316 0.0950 0.3195 0.7054
H 0.871 -10.784 -1.062 -0.2107 -0.0253 -0.1050
H 4.299 -2.934 2.320 -0.4379 -0.4388 0.4296
H -4.058 -3.183 -3.889 -0.2269 -1.1286 1.3130
H -8.588 -5.230 3.161 -0.1391 -0.4468 0.1053
H 1.505 -4.698 -6.629 -0.2890 0.3209 0.1421
H 3.087 5.668 -1.180 -0.1562 0.0702 0.4877
H -3.914 1.946 1.835 0.5313 -0.7803 0.1984
H -4.551 5.708 1.385 -0.0014 -0.3697 -0.2643
H -2.179 5.188 1.167 0.2011 -1.2269 0.9204
H -4.458 0.541 -3.662 0.3130 1.3555 -0.2331
H 1.359 4.079 5.042 0.5057 0.3277 -0.0285
H -8.054 -4.862 -5.966 -0.4236 0.2376 -0.0312
H -6.651 -1.250 -6.194 0.3928 0.9343 -0.7567
H 10.025 -2.115 -1.024 -0.0795 0.0939 0.0976
H 2.486 -3.810 -2.921 -0.1832 0.0657 -0.1492
H 4.672 2.345 -5.359 -0.3557 0.4764 0.3134
H 0.146 -4.377 4.775 0.2518 -0.1324 -0.1332
H -9.211 -6.090 -4.231 -0.2976 -0.1068 0.1123
H 3.788 0.394 -8.047 0.0204 -0.4310 -0.0773
H 3.424 0.747 1.587 -0.8639 0.6698 -1.1622
H 2.004 -1.091 -7.420 -0.8775 0.2892 -0.1688
H 9.608 -2.027 -2.696 0.3315 -0.3744 -1.3022
H 0.365 2.474 -0.528 -0.1088 -0.3742 0.1394
H 2.029 8.981 5.845 0.3181 -0.6281 -0.6758
H -7.968 -3.896 5.607 0.4319 -0.2899 -0.7462
H 3.578 -1.949 1.016 0.8204 0.1328 0.5547
H 1.137 -3.363 -7.803 -0.3048 0.0273 0.1779
H 0.155 -4.245 -4.625 0.0220 0.6870 -0.2033
H -8.340 -1.972 4.352 0.0771 0.3373 0.1535
H 0.955 -9.253 -1.959 -0.3388 -0.3085 0.6481
H -2.682 2.563 3.529 -0.3890 0.2538 0.6384
H -2.502 -1.566 -3.308 0.0824 0.0947 0.2077
H -2.258 2.271 7.444 0.4508 0.3644 -0.3248
H -0.559 -9.718 -1.095 -0.0401 -0.1588 -0.3304
H 1.021 -7.193 -0.795 -0.0032 0.2558 0.1293
H 9.432 -0.584 -1.725 0.3193 0.1087 -0.0305
H 2.024 -9.230 0.411 0.2872 -0.0603 -0.0669
H -0.572 -3.646 3.332 -0.7600 0.7721 0.3116
H 5.648 0.586 0.849 -0.1486 -0.7468 0.8796
H 2.555 10.811 3.135 -0.5463 -0.4019 0.3402
H 0.191 -2.943 -3.454 0.3262 -0.1491 0.4105
H -8.151 -2.607 2.035 0.1086 1.0570 -0.1253
H -7.578 -5.686 -3.792 -0.4943 0.3312 0.2694
H 4.440 4.604 -1.748 -0.1266 0.5222 0.2274
H 2.565 2.147 -3.400 0.2088 -0.2475 0.0772
H -2.181 2.707 -0.275 -0.5103 -0.2822 0.0600
H 5.930 -2.897 0.348 0.3576 0.8846 0.0334
H 4.240 -1.643 -10.264 0.8492 -1.7112 -0.7443
H 2.424 -1.021 2.898 0.3106 0.3747 -0.0616
H -4.259 -0.284 -2.156 0.0182 -0.3573 -0.0410
H 1.719 8.486 4.151 0.1692 -0.2238 0.1704
H 4.430 9.412 5.279 -0.7797 0.4529 -0.7658
H 0.452 -9.457 1.066 -0.5193 -0.6947 0.7907
H 3.871 -3.781 -5.295 -0.0589 0.4995 -0.2009
H -1.745 -0.808 4.156 -0.4988 -0.1794 0.2775
```
Positions in Å, forces in eV/Å.

## Properties
HOMO level (eV): -16.67
Net charge: +5
LUMO level (eV): -7.8
Frontier orbital gap (eV): 8.90
E_tot (a.u.): -4116.75228